Formula: C36H26F5N6O4RuSSe
Source: the Open Molecules 2025 dataset
Level of theory: ωB97M-V with the def2-TZVPD basis set

The geometry in ORCA input format:
```
! RIJCOSX wB97M-V def2-TZVPD def2/J DEFGRID3
* xyz 0 2
Ru 0.0988 0.9735 0.3541
C 0.7426 0.8045 4.7568
C -0.5166 1.1618 5.2140
C -1.5743 1.2067 4.3237
C -1.3458 0.9138 2.9845
N -0.1096 0.6132 2.5421
C 0.9015 0.5446 3.4108
C -2.3687 0.8719 1.9437
C -3.7373 0.8248 2.2078
C -4.6417 0.7633 1.1617
C -4.1743 0.7467 -0.1482
C -2.8093 0.7917 -0.4135
C -1.8946 0.8430 0.6313
H 1.5944 0.7420 5.4187
H -0.6733 1.4015 6.2583
H -2.5672 1.4766 4.6564
H 1.8652 0.2685 3.0185
H -4.0971 0.8220 3.2310
H -5.7049 0.7294 1.3671
H -4.8770 0.6979 -0.9725
H -2.4557 0.7682 -1.4289
C 4.7975 1.2619 0.1182
C 3.6019 0.6343 0.8158
C 3.9879 -0.5905 1.6199
O 2.6057 0.2374 -0.1350
C 2.9908 1.7142 1.7315
O 3.6160 2.0500 2.7363
O 1.8615 2.1752 1.3388
H 5.3091 0.5321 -0.5155
H 5.4944 1.6383 0.8660
H 4.4776 2.1054 -0.5022
H 4.6324 -1.2520 1.0360
H 3.0954 -1.1562 1.9031
H 4.5160 -0.2762 2.5190
H 2.6822 0.7919 -0.9205
Se 0.3899 3.7581 -2.6755
N 0.2588 5.3307 -1.8828
C -0.0134 5.0925 -0.6160
C -0.1676 6.0389 0.4446
C -0.4268 5.5476 1.6748
C -0.5591 4.1325 1.9038
N -0.4478 3.2471 0.9764
C -0.1367 3.7105 -0.2643
N 0.0803 2.8290 -1.1980
H -0.0550 7.0994 0.2625
H -0.5399 6.2222 2.5133
H -0.7708 3.7555 2.8999
S -0.0696 -5.9030 0.4646
C 0.0059 -4.1179 0.4879
C -0.8275 -3.3884 1.3216
C -0.7410 -2.0092 1.3048
N 0.1140 -1.3448 0.5286
C 0.9201 -2.0466 -0.2766
C 0.8998 -3.4317 -0.3186
C -1.1436 -6.0856 -0.9543
C -0.6156 -6.2639 -2.2229
C -1.4969 -6.4232 -3.2839
N -2.8221 -6.4175 -3.1493
C -3.3136 -6.2431 -1.9227
C -2.5216 -6.0746 -0.7959
H -1.5354 -3.8832 1.9721
H -1.3886 -1.4154 1.9334
H 1.5991 -1.4832 -0.8914
H 1.5749 -3.9617 -0.9765
H 0.4543 -6.2827 -2.3828
H -1.1182 -6.5657 -4.2905
H -4.3949 -6.2431 -1.8352
H -2.9654 -5.9415 0.1820
F 1.0882 1.6408 -6.9207
C 0.8195 1.2861 -5.6595
C -0.4401 1.4613 -5.1286
F -1.4066 1.9944 -5.8832
C -0.7121 1.1009 -3.8212
F -1.9642 1.3064 -3.3800
C 0.2372 0.5118 -2.9582
O -0.0179 0.1129 -1.7515
C 1.5114 0.3788 -3.5518
F 2.5079 -0.1496 -2.8137
C 1.7985 0.7356 -4.8534
F 3.0289 0.5515 -5.3399
*
```

Values from the calculation:
Energy above the lowest of the compared OMol25 structures with the same formula, charge and spin, kcal per mole: 44.8
Frontier orbital gap (spin up / spin down), eV: 6.57 / 6.38
Molecular weight, g/mol: 913.73